{
  "formula": "C30H73N6O8S",
  "method": "wB97M-V/def2-TZVPD",
  "charge": 1,
  "total_energy_ev": -68443.15265,
  "max_force_ev_per_a": 2.21,
  "species": ["C", "C", "N", "C", "C", "C", "S", "C", "N", "N", "C", "O", "C", "N", "C", "N", "N", "H", "H", "H", "H", "H", "H", "H", "H", "H", "H", "H", "H", "H", "H", "H", "H", "H", "C", "C", "C", "O", "H", "H", "H", "H", "H", "H", "H", "H", "C", "C", "C", "O", "H", "H", "H", "H", "H", "H", "H", "H", "C", "C", "C", "O", "H", "H", "H", "H", "H", "H", "H", "H", "C", "C", "C", "O", "H", "H", "H", "H", "H", "H", "H", "H", "C", "C", "C", "O", "H", "H", "H", "H", "H", "H", "H", "H", "C", "C", "C", "O", "H", "H", "H", "H", "H", "H", "H", "H", "C", "C", "C", "O", "H", "H", "H", "H", "H", "H", "H", "H"],
  "xyz": [[6.7468, 0.1561, -2.9993], [5.6496, 1.0308, -3.5597], [5.4347, 2.2155, -2.7116], [4.4569, 3.1810, -3.1629], [4.8770, 4.6531, -3.0593], [5.6593, 5.2155, -4.2642], [7.3405, 5.8119, -3.9419], [8.2057, 4.3358, -3.6293], [8.4963, 3.3690, -4.4285], [9.2529, 2.4642, -3.6926], [9.3636, 2.9709, -2.5165], [8.7243, 4.1441, -2.3800], [3.1833, 2.9395, -2.2422], [2.1993, 2.2924, -3.1553], [2.8016, 2.0475, -4.2998], [2.4646, 1.0968, -5.1597], [3.8934, 2.9149, -4.5433], [6.5347, -0.1172, -1.9688], [6.8441, -0.7532, -3.5892], [7.7099, 0.6661, -3.0342], [5.8438, 1.2932, -4.6029], [4.7364, 0.4214, -3.5596], [6.3376, 2.6570, -2.5670], [3.9502, 5.2216, -2.9663], [5.4374, 4.8080, -2.1367], [5.1684, 6.1252, -4.6100], [5.6807, 4.5257, -5.1061], [9.8905, 2.5317, -1.6864], [2.7328, 3.8221, -1.7942], [3.4573, 2.2066, -1.4889], [1.6821, 1.5043, -2.7444], [2.5969, 1.2679, -6.1442], [2.1709, 0.1789, -4.8634], [3.4502, 3.8070, -4.7791], [-0.4650, -1.0364, -0.1820], [0.4402, 0.1182, -0.5579], [0.0310, 1.3923, 0.1599], [0.4082, 0.3257, -1.9872], [-1.4989, -0.8179, -0.4578], [-0.1743, -1.9540, -0.6950], [-0.4400, -1.2158, 0.8925], [1.4776, -0.1263, -0.3187], [-0.9867, 1.6743, -0.1198], [0.6870, 2.2235, -0.1152], [0.0732, 1.2631, 1.2414], [-0.5035, 0.5325, -2.2279], [-1.5464, 4.4295, -1.6239], [-2.9937, 4.0142, -1.3927], [-3.8540, 5.1958, -0.9759], [-3.0583, 2.9818, -0.4094], [-1.1134, 4.8241, -0.7001], [-0.9460, 3.5688, -1.9276], [-1.4684, 5.2000, -2.3926], [-3.3970, 3.5749, -2.3066], [-3.4871, 5.6187, -0.0367], [-4.8837, 4.8781, -0.8163], [-3.8447, 5.9815, -1.7324], [-2.7180, 3.3423, 0.4181], [-4.3419, -3.3650, 2.7172], [-3.4026, -2.2644, 2.2532], [-3.7183, -0.9328, 2.9168], [-3.4588, -2.1168, 0.8358], [-5.3727, -3.1141, 2.4522], [-4.0983, -4.3099, 2.2310], [-4.2789, -3.5099, 3.7949], [-2.3716, -2.5460, 2.4827], [-4.7286, -0.6043, 2.6582], [-3.0294, -0.1594, 2.5738], [-3.6451, -1.0057, 4.0029], [-4.3653, -1.8771, 0.5976], [-1.1564, -7.2446, 5.3875], [-2.5401, -6.7759, 4.9659], [-3.1706, -7.7229, 3.9569], [-2.4796, -5.4521, 4.4335], [-0.4891, -7.2804, 4.5214], [-0.7237, -6.5553, 6.1126], [-1.1931, -8.2399, 5.8318], [-3.1818, -6.7018, 5.8450], [-2.5600, -7.7714, 3.0505], [-4.1623, -7.3717, 3.6711], [-3.2615, -8.7313, 4.3621], [-1.9188, -5.4759, 3.6503], [-4.9171, 3.9801, 5.7000], [-4.5051, 2.6422, 5.1067], [-4.3561, 1.5739, 6.1779], [-3.2796, 2.7788, 4.3811], [-4.1581, 4.3321, 6.4043], [-5.0178, 4.7316, 4.9167], [-5.8661, 3.9024, 6.2316], [-5.2503, 2.3239, 4.3763], [-3.5780, 1.8553, 6.8932], [-4.0623, 0.6249, 5.7297], [-5.2870, 1.4265, 6.7266], [-2.6036, 3.0580, 5.0082], [-7.0216, -2.8569, -2.6514], [-5.9552, -3.1865, -1.6196], [-5.8530, -4.6820, -1.3694], [-6.2197, -2.4986, -0.3941], [-8.0027, -3.1908, -2.3032], [-7.0768, -1.7806, -2.8160], [-6.8131, -3.3456, -3.6038], [-4.9889, -2.8082, -1.9573], [-6.8009, -5.0677, -0.9840], [-5.0815, -4.8908, -0.6278], [-5.6125, -5.2210, -2.2866], [-7.0672, -2.8060, -0.0543], [5.6057, -2.2266, 1.0303], [4.5706, -1.7423, 0.0286], [3.2254, -2.4213, 0.2356], [5.0340, -1.9488, -1.3085], [5.7705, -3.3010, 0.9146], [6.5605, -1.7259, 0.8685], [5.2836, -2.0389, 2.0550], [4.4505, -0.6601, 0.1248], [3.3210, -3.5014, 0.0977], [2.4947, -2.0594, -0.4897], [2.8395, -2.2388, 1.2395], [5.1551, -2.8968, -1.4346]],
  "forces_ev_per_a": [[0.34, 0.23, 0.12], [-0.40, -0.43, 0.05], [0.81, 0.26, -0.86], [-1.22, 0.05, 1.16], [0.16, -0.15, -0.29], [0.03, -0.14, 0.05], [-0.02, 0.22, 0.06], [-0.02, -0.13, 0.01], [-0.06, 0.02, 0.04], [-0.06, 0.10, 0.03], [0.12, -0.35, -0.23], [0.00, 0.08, 0.07], [-0.23, -0.10, -0.47], [1.57, -1.45, 0.58], [-0.02, 0.34, -0.25], [-0.05, 0.26, -0.10], [-0.51, 0.36, 0.09], [-0.07, -0.10, -0.02], [-0.05, -0.04, 0.02], [-0.02, 0.01, -0.07], [0.14, 0.09, 0.04], [-0.08, 0.12, 0.07], [-0.07, 0.07, -0.10], [0.05, 0.12, 0.07], [-0.05, -0.06, 0.06], [0.04, 0.01, -0.07], [0.09, -0.04, 0.03], [-0.02, 0.20, 0.11], [0.11, 0.07, 0.00], [-0.04, 0.15, 0.19], [-0.95, 0.21, 0.10], [0.56, -0.29, 0.05], [-0.58, 0.22, 0.08], [0.33, -0.01, -0.49], [0.02, -0.10, -0.20], [-0.29, -0.01, 0.40], [0.13, 0.16, -0.17], [0.36, 0.15, -0.23], [-0.03, 0.01, 0.12], [0.06, 0.01, 0.02], [-0.03, 0.01, 0.01], [0.02, 0.03, -0.17], [-0.04, -0.07, 0.07], [0.04, -0.02, 0.05], [-0.01, -0.02, 0.00], [-0.03, -0.05, 0.03], [0.07, -0.10, -0.07], [0.11, 0.26, 0.23], [-0.09, -0.04, -0.02], [0.07, -0.10, -0.19], [-0.04, 0.05, 0.00], [-0.01, 0.01, -0.03], [-0.02, 0.00, 0.00], [-0.02, -0.08, 0.04], [0.04, 0.02, -0.03], [0.00, -0.01, -0.02], [0.01, 0.00, 0.01], [-0.12, -0.02, 0.06], [-0.03, -0.03, -0.05], [-0.36, 0.16, -0.01], [0.14, 0.07, 0.04], [0.22, 0.01, -0.12], [0.01, 0.07, 0.02], [0.03, 0.00, 0.02], [0.01, -0.03, 0.00], [0.02, -0.01, -0.06], [-0.04, -0.08, 0.03], [0.02, 0.00, 0.03], [-0.02, 0.00, 0.00], [-0.08, -0.20, -0.04], [0.02, 0.09, 0.08], [0.16, -0.16, -0.19], [-0.11, 0.06, -0.01], [-0.03, 0.04, 0.12], [-0.03, -0.05, -0.02], [-0.02, -0.01, 0.01], [0.00, -0.01, -0.01], [-0.01, 0.07, 0.00], [0.04, -0.04, 0.03], [0.00, 0.00, 0.03], [0.01, 0.00, -0.01], [-0.01, -0.01, -0.01], [-0.02, 0.06, -0.11], [0.14, 0.08, 0.35], [0.00, -0.12, -0.06], [-0.07, -0.02, -0.21], [-0.02, -0.04, 0.05], [-0.02, -0.02, -0.01], [0.01, 0.00, 0.01], [0.09, -0.01, -0.10], [-0.04, 0.07, 0.03], [-0.03, 0.00, -0.01], [0.00, 0.01, 0.01], [-0.01, 0.00, 0.01], [0.02, 0.14, 0.01], [-0.22, -0.22, -0.05], [0.11, 0.00, 0.10], [0.14, 0.19, 0.03], [0.01, -0.06, -0.02], [0.02, -0.01, -0.01], [-0.01, -0.02, 0.01], [0.02, 0.05, 0.07], [-0.03, 0.00, -0.06], [0.02, 0.02, -0.02], [-0.02, 0.00, 0.00], [0.00, 0.01, 0.01], [0.09, 0.08, -0.04], [-0.03, -0.29, 0.09], [-0.05, 0.07, -0.10], [-0.13, 0.11, -0.01], [-0.05, -0.01, 0.03], [-0.02, 0.02, 0.00], [-0.01, -0.01, 0.00], [0.03, 0.03, -0.06], [0.02, -0.01, 0.06], [0.03, -0.03, 0.01], [0.00, -0.01, 0.01], [0.02, 0.00, 0.00]],
  "mulliken_charge": [-1.26, -0.04, -0.31, 1.42, -1.43, -0.88, -0.19, 0.45, -0.25, -0.40, 0.17, -0.26, -1.08, 0.12, 0.29, -0.32, -0.52, 0.20, 0.40, 0.35, 0.23, 0.16, 0.19, 0.55, 0.57, 0.39, 0.47, 0.42, 0.41, 0.26, 0.09, 0.27, 0.24, 0.42, -1.57, 1.14, -1.25, -0.67, 0.52, 0.39, 0.31, -0.27, 0.16, 0.25, 0.50, 0.31, -0.95, 0.28, -1.35, -0.47, 0.32, 0.05, 0.46, 0.27, 0.35, 0.33, 0.38, 0.31, -1.41, 0.67, -1.38, -0.41, 0.35, 0.26, 0.39, 0.26, 0.34, 0.33, 0.33, 0.21, -1.28, 0.34, -1.28, -0.44, 0.33, 0.32, 0.38, 0.27, 0.33, 0.30, 0.42, 0.31, -1.41, 0.52, -1.02, -0.52, 0.36, 0.33, 0.38, 0.26, 0.34, 0.12, 0.38, 0.33, -1.40, 0.61, -1.27, -0.54, 0.36, 0.35, 0.38, 0.22, 0.34, 0.26, 0.39, 0.31, -1.48, 0.72, -1.35, -0.48, 0.34, 0.38, 0.38, 0.16, 0.47, 0.24, 0.37, 0.30]
}